Entry from OMol25: 8 unconnected molecules or ions with the total composition C43H79BrN10O4P2 at a distorted geometry (ωB97M-V/def2-TZVPD).

Values from the calculation:
SMILES: [H]/N=C(/C)C[C@@]1(O)C[N@+](CCCCCC)([PH2]=N)[C@](C)(Br)[C@]1([PH2]=O)C(=O)[O-].CCCC#N.CCCC#N.CCCC#N.CCCC#N.CCCC#N.CCCC#N.CCCC#N
LUMO energy, hartree: 0.0127
HOMO, eV: -7.66
DFT total energy, Eh: -5790.8961
2S+1: 1
Maximum force, eV/A: 3.43

Structure (XYZ):
```
139
Properties=species:S:1:pos:R:3:lowdin_charge:R:1
H 5.048 -2.375 -1.283 0.07
C -2.940 -1.153 -0.062 -0.73
H 6.681 3.302 2.086 0.07
H 5.182 5.227 2.553 0.11
P -3.308 -2.957 -2.177 0.88
H -1.974 -2.654 -3.875 -0.04
H 5.150 3.094 1.241 0.07
H -1.772 0.394 -2.026 0.10
H -1.027 -6.335 4.057 0.08
N 6.528 2.794 5.738 0.17
C -3.036 2.670 -1.733 -0.40
C 5.557 4.175 8.792 -0.26
H 0.044 1.212 -6.741 0.07
C 3.382 -1.890 0.905 -0.22
C -0.993 -2.144 -1.277 -0.18
H -2.515 -0.580 -3.208 0.12
H 5.823 5.528 7.123 0.12
H 0.798 -4.208 -8.237 0.12
H -2.214 -0.078 1.643 0.05
H -2.508 -5.468 -6.943 0.08
H -2.841 4.556 -0.827 0.09
N -2.732 -3.273 -3.604 -0.25
H 3.370 3.131 3.867 0.12
H 3.589 3.541 9.417 0.07
H -7.253 0.972 5.533 0.11
H -2.512 2.180 -3.450 0.05
H 1.049 3.968 -1.918 0.07
H 1.132 1.411 -5.371 0.06
H -3.822 1.710 1.277 0.01
N 3.242 -0.752 0.871 0.18
H -1.833 3.346 -0.039 0.07
C -4.292 -0.443 -0.297 -0.33
C -5.860 2.627 5.465 -0.19
H -2.357 -3.960 -6.034 0.03
C 0.145 -3.116 4.178 -0.23
C 3.557 -3.340 0.934 -0.19
H 2.754 -3.816 0.368 0.12
C -2.803 3.516 -0.498 -0.04
C -7.261 2.034 5.280 -0.26
H -4.788 -0.078 2.250 0.02
C 3.911 1.578 -5.596 -0.23
C 0.044 -1.559 -2.245 -0.17
O -6.089 1.402 0.893 -0.40
C 6.440 3.612 6.538 -0.23
H 4.019 3.004 7.796 0.07
C -7.804 2.217 3.865 -0.10
H 3.573 4.693 8.080 0.08
H -3.641 3.391 0.185 0.05
H 0.704 -2.391 -2.495 0.10
H -0.583 -2.080 -0.273 0.10
H -3.163 -4.042 -1.293 0.03
H -4.662 -2.651 -2.297 0.05
C 0.978 -0.500 -1.598 -0.19
P -4.796 0.713 1.087 0.77
H 3.191 4.867 4.037 0.11
C 4.100 3.834 8.500 -0.11
H -7.197 1.693 3.124 0.05
H 0.234 2.173 -0.548 0.08
H -5.040 2.112 -1.191 0.11
H 5.720 -3.294 0.948 0.11
H 2.008 -0.823 -1.742 0.10
H 0.851 -0.465 -0.516 0.07
H 3.547 -0.174 -6.688 0.12
H -5.866 3.689 5.213 0.12
C -2.022 -0.049 0.576 -0.12
N 2.075 4.158 1.193 0.18
H 4.252 1.142 -7.606 0.12
H -0.810 -5.262 2.667 0.06
C 2.126 1.337 -7.306 -0.26
O -4.836 -0.349 -2.727 -0.05
N -2.198 2.787 -2.687 0.15
C -3.987 0.224 -1.695 -0.34
H 5.554 4.326 4.010 0.06
H -1.513 -4.349 -8.957 0.11
H 5.476 2.182 2.722 0.07
O -6.617 -0.899 -0.825 0.02
H 1.936 0.881 -8.280 0.11
H 0.034 -5.547 -7.404 0.12
C 3.518 0.908 -6.834 -0.19
N 0.752 -3.419 -5.204 0.16
C 0.683 -4.280 4.878 -0.19
H 2.413 2.936 -2.540 0.04
C -1.326 -3.955 -7.957 -0.26
H -8.818 1.822 3.797 0.08
C -0.318 -6.008 3.294 -0.10
N -4.077 1.402 4.009 0.14
N 4.209 2.091 -4.614 0.16
H 6.046 -3.814 -1.461 0.07
C -2.465 -4.381 -7.035 -0.11
H -5.568 2.553 6.514 0.12
H 1.696 1.014 -2.942 0.09
C -2.595 -0.310 -2.156 -0.07
C -4.256 1.750 -1.859 -0.04
H -0.082 -6.866 2.664 0.07
H -0.351 -1.227 -3.204 0.09
C -4.860 1.938 4.655 -0.20
H 2.494 3.632 -0.916 0.02
C 5.020 4.274 3.063 -0.27
H -4.484 -0.105 -3.586 0.10
H 1.444 -6.247 4.493 0.11
H -4.636 1.900 -2.867 0.13
H 1.014 -0.156 -6.186 0.07
H -7.936 2.523 5.986 0.10
H -7.835 3.274 3.592 0.08
C 4.918 -3.771 0.380 -0.26
H 1.837 1.498 -0.455 0.08
H 7.321 4.976 7.845 0.12
C 1.129 1.971 -1.143 -0.26
H 4.301 -3.925 -1.696 0.08
C 0.952 -5.452 3.929 -0.26
H -2.193 0.936 0.150 0.06
C 5.612 3.145 2.229 -0.11
N -2.388 -1.569 -1.369 -0.24
H 6.056 3.304 9.221 0.11
C 1.017 0.926 -6.342 -0.10
H 5.024 -4.848 0.524 0.11
Br -2.874 -2.508 1.359 0.86
H -3.420 -4.039 -7.434 0.07
O -5.335 -2.605 -0.189 -0.16
C 5.084 -3.450 -1.101 -0.11
C 6.319 4.656 7.554 -0.19
H 1.613 -3.992 5.372 0.12
H -1.313 -2.866 -8.042 0.11
H -1.039 -3.215 -1.472 0.10
H -0.009 -4.585 5.665 0.12
H 1.646 -5.144 3.144 0.09
C 2.713 4.133 2.147 -0.19
C -5.543 -1.379 -0.437 -0.74
H -0.063 1.082 -2.767 0.07
H 5.592 4.964 9.546 0.11
H 2.098 2.419 -7.452 0.11
C 0.874 0.905 -2.233 -0.20
H -0.959 -0.269 0.468 0.07
C 0.044 -4.459 -7.489 -0.19
C 1.821 3.238 -1.676 -0.11
C 3.530 4.083 3.357 -0.19
C 0.443 -3.873 -6.211 -0.22
N -0.290 -2.207 3.628 0.15
H 3.461 -3.682 1.967 0.11
```

Entry from OMol25: 10 unconnected molecules or ions with the total composition C40H64Cl18N4O2PS2 at a distorted geometry (ωB97M-V/def2-TZVPD).

Values from the calculation:
LUMO energy, hartree: -0.1259
Total charge: +1
HOMO, eV: -10.77
DFT total energy, Eh: -11352.7231
2S+1: 1
Maximum force, eV/A: 5.29

Structure (XYZ):
```
131
Properties=species:S:1:pos:R:3:lowdin_charge:R:1
H 0.176 3.828 1.503 0.09
H 2.206 -6.765 -3.342 0.08
H 0.732 -1.265 8.481 0.07
C 10.516 -4.961 -5.550 -0.67
H 3.968 -4.305 -7.883 0.04
H 10.558 4.903 3.304 0.07
C 9.574 -5.904 -6.267 -0.65
H -2.835 0.037 1.279 0.03
H 8.958 2.502 4.373 0.07
H -4.445 7.193 -3.446 0.07
H 2.590 -6.201 -5.682 0.08
Cl 1.939 -4.637 -2.394 0.60
H -12.046 2.484 6.243 0.07
H -2.602 3.133 3.005 0.18
N -0.173 3.469 2.401 0.09
C -0.128 -2.208 -4.405 -0.73
Cl 1.858 -3.974 -5.746 0.65
C 10.274 3.850 3.302 -0.65
C -4.660 2.073 -6.780 -0.65
H 5.763 5.217 2.671 0.06
H 11.182 3.252 3.400 0.08
C -3.470 6.025 -4.957 -0.68
C -7.190 -0.179 4.091 -0.11
H -8.084 -1.621 1.030 0.12
C -0.913 -2.622 -3.181 -0.64
H -0.526 -3.564 -2.791 0.02
C -3.455 7.104 -3.896 -0.66
H 0.905 -1.968 -4.157 0.04
H 5.323 4.127 0.419 0.07
H -3.113 0.810 -7.564 0.08
C 0.463 -0.376 7.843 0.10
C -10.998 2.658 6.492 -0.67
H 0.750 -5.964 -3.944 0.07
Cl 9.628 -5.692 -8.037 0.55
C 0.340 1.395 5.712 -0.11
C -3.399 0.509 0.401 -0.47
Cl 5.468 1.877 1.120 0.55
N -8.545 -0.406 4.258 0.00
H 0.038 2.438 6.067 0.12
H -1.606 2.976 4.842 0.14
H -0.941 -4.513 4.490 0.11
C -0.187 -3.497 0.631 -0.08
Cl 4.587 -6.468 -8.598 0.55
C -3.393 1.263 -6.611 -0.68
C -0.087 -2.410 1.680 -0.02
C 9.324 3.527 4.436 -0.63
C -1.171 1.877 0.648 -0.09
H 10.357 -5.029 -4.473 0.07
H 5.828 3.616 3.407 0.01
Cl 12.225 -5.365 -5.846 0.54
P 1.776 1.193 2.586 0.75
H 5.129 -4.273 -9.215 0.08
H 1.426 1.513 5.380 0.10
H -6.477 0.297 4.814 0.13
H -3.287 -0.178 -0.490 0.08
Cl -5.293 2.665 -5.222 0.54
C 6.038 -4.548 -7.292 -0.62
H -2.747 1.613 5.044 0.15
Cl -2.016 2.268 -6.094 0.52
H 3.622 -5.149 -4.704 -0.04
N -6.913 -0.653 2.764 -0.22
C -0.981 2.230 2.211 -0.42
C -0.541 -4.930 0.950 -0.06
H -3.310 2.709 0.775 0.09
H -10.144 2.155 4.590 0.05
H 10.356 -3.926 -5.854 0.07
H -0.574 2.559 -0.028 0.13
H -9.164 3.288 5.527 0.06
C -0.367 -2.780 3.107 -0.11
H -5.440 1.451 -7.223 0.07
H -0.124 -3.014 -5.131 -0.02
N -2.230 2.169 3.042 0.11
Cl -10.904 4.359 4.347 0.53
Cl 3.638 4.228 2.773 0.53
C 1.808 -5.822 -3.721 -0.62
C 5.824 3.619 1.244 -0.66
C -9.114 -1.001 3.113 -0.11
C -0.279 -1.792 4.335 -0.29
C -0.061 1.129 2.973 -0.26
H -0.578 -5.735 0.150 0.10
H -0.821 0.818 0.425 0.11
C -1.249 -0.557 4.565 -0.07
C 4.892 -4.745 -8.261 -0.65
S -4.433 -1.653 2.746 0.71
H 0.210 -1.365 1.393 0.06
C -1.806 1.916 4.491 -0.05
H 0.007 -3.263 -0.462 0.00
H 6.935 -5.076 -7.617 0.02
Cl -10.930 3.934 7.734 0.53
C 5.412 4.189 2.581 -0.70
H -4.268 6.222 -5.675 0.07
H -1.971 -2.759 -3.409 0.08
Cl -2.319 6.731 -2.573 0.51
H -2.916 1.415 2.882 0.14
C -8.039 -1.191 2.067 -0.01
Cl -1.949 5.969 -5.881 0.53
H -1.074 -6.360 2.690 0.10
C -0.726 -4.211 3.415 -0.02
H -2.066 -0.598 3.766 0.06
C -0.820 -5.304 2.381 -0.06
O 2.318 -0.193 2.246 -0.45
Cl -0.779 -1.422 -1.868 0.59
C 2.585 -5.394 -4.947 -0.66
H -10.195 -1.303 2.963 0.11
H -3.639 5.038 -4.525 0.03
S -5.156 0.740 0.954 0.87
C 0.226 0.491 7.007 -0.11
H -10.602 1.750 6.949 0.07
H 9.835 3.648 5.392 0.08
Cl 5.632 -5.108 -5.648 0.62
H -0.438 0.175 2.460 0.09
H 9.803 -6.946 -6.045 0.07
Cl 7.913 4.618 4.463 0.61
H 1.938 1.983 1.396 0.02
H 6.278 -3.486 -7.215 0.08
C -5.562 -0.551 2.187 -0.99
H 8.546 -5.707 -5.956 0.03
Cl -0.849 -0.789 -5.208 0.57
C -10.186 3.011 5.266 -0.68
H -3.183 8.074 -4.313 0.07
H -3.521 0.463 -5.880 0.05
H -1.777 -0.651 5.564 0.14
C -2.697 1.950 0.177 -0.22
O 0.586 -2.044 5.174 0.09
H -4.502 2.934 -7.430 0.07
H -0.724 4.212 2.852 0.10
Cl 9.575 3.469 1.708 0.57
C -0.553 0.874 4.496 -0.31
H 6.901 3.733 1.110 0.02
H 2.570 1.813 3.594 -0.01
H -2.785 2.188 -0.931 0.13
```

The following frontier orbital gap values (in eV) correspond, in order, to the records above: 8.00; 7.35.